Entry 1:
C17H23Br3N6O12 as an isolated structure in a non-equilibrium geometry. Source: OMol25; level of theory: ωB97M-V with the def2-TZVPD basis set.

Calculated values
- charge = 0
- Kohn-Sham gap (eV) = 9.77
- HOMO energy (eV) = -10.18
- 2S+1 = 1

Each line ends with the Mulliken charge.
Element x y z (Å)
C (-4.764, 1.020, -0.309)  -0.5809
N (-4.887, -0.448, -0.528)  0.8855
O (-3.865, -1.043, -0.804)  -0.4531
O (-5.984, -0.960, -0.435)  -0.5520
H (-4.005, 1.166, 0.451)  0.0656
H (-5.716, 1.397, 0.045)  0.3076
H (-4.491, 1.448, -1.269)  0.3283
C (-1.384, 5.756, -0.836)  -0.7216
N (-2.075, 4.443, -0.941)  0.8666
O (-2.317, 4.025, -2.051)  -0.5110
O (-2.341, 3.867, 0.097)  -0.4267
H (-0.343, 5.588, -1.103)  0.2617
H (-1.487, 6.109, 0.181)  0.2964
H (-1.851, 6.416, -1.559)  0.2812
C (-3.203, -2.830, 2.009)  -0.6027
N (-3.225, -1.746, 3.004)  1.0101
O (-4.022, -0.841, 2.831)  -0.5155
O (-2.447, -1.824, 3.931)  -0.5559
H (-3.935, -3.602, 2.236)  0.3299
H (-2.196, -3.206, 1.888)  0.2632
H (-3.562, -2.450, 1.052)  0.0905
C (4.018, -2.256, 3.121)  -0.7563
N (3.944, -1.060, 2.250)  0.8804
O (4.725, -0.166, 2.503)  -0.5012
O (3.119, -1.031, 1.360)  -0.5146
H (3.767, -1.941, 4.129)  0.2965
H (5.024, -2.657, 3.076)  0.2833
H (3.288, -2.986, 2.787)  0.3044
C (2.807, 3.550, 1.041)  -0.3976
C (2.582, 4.915, 0.913)  -0.6241
C (3.654, 5.751, 0.665)  -0.4432
C (4.915, 5.202, 0.517)  0.2634
C (5.137, 3.840, 0.581)  -0.5060
C (4.066, 3.000, 0.858)  -0.3132
N (6.062, 6.085, 0.305)  0.8969
O (7.163, 5.675, 0.618)  -0.5563
O (5.826, 7.204, -0.127)  -0.5704
H (1.985, 2.885, 1.276)  0.4597
H (1.596, 5.309, 1.117)  0.5504
H (3.555, 6.828, 0.626)  0.4264
H (6.138, 3.458, 0.442)  0.4383
H (4.257, 1.944, 0.981)  0.3514
C (-1.929, -3.844, -3.020)  -0.3347
C (-1.090, -4.214, -1.974)  -0.0188
C (-0.662, -5.520, -1.850)  -0.4912
C (-0.981, -6.430, -2.842)  0.1815
C (-1.678, -6.034, -3.968)  -0.4960
C (-2.197, -4.753, -4.037)  -0.4067
N (-0.626, -7.829, -2.652)  0.9530
O (-1.232, -8.647, -3.311)  -0.5646
O (0.225, -8.092, -1.823)  -0.5811
H (-2.390, -2.864, -3.018)  0.4324
H (-0.894, -3.508, -1.180)  0.0533
H (-0.098, -5.837, -0.984)  0.4321
H (-1.921, -6.733, -4.757)  0.4071
H (-2.847, -4.480, -4.856)  0.3869
C (-0.126, 0.600, 0.751)  -0.1819
Br (0.196, 1.616, -0.857)  -0.0233
Br (-0.515, -1.247, 0.333)  0.0281
Br (-1.550, 1.365, 1.789)  -0.0541
H (0.788, 0.618, 1.326)  0.2425

Entry 2:
C17H23BrCl31NOSi as an isolated structure in a non-equilibrium geometry. Source: OMol25; level of theory: ωB97M-V with the def2-TZVPD basis set.

Calculated values
- charge = 0
- Kohn-Sham gap (eV) = 10.06
- HOMO energy (eV) = -10.02
- 2S+1 = 1

Each line ends with the Mulliken charge.
Element x y z (Å)
C (-0.168, -0.230, 1.922)  -0.2630
C (0.221, 0.707, 0.678)  -0.0461
Br (1.988, 1.530, 1.080)  -0.1693
C (0.106, 0.002, -0.764)  -0.6642
Si (1.669, -0.968, -1.324)  0.0146
C (2.756, -0.048, -2.610)  -0.3819
C (3.018, 1.509, -2.295)  -0.4136
C (4.436, 1.755, -1.531)  -0.2068
Cl (4.826, 3.570, -1.397)  -0.2809
N (2.632, -1.633, 0.084)  -0.1335
C (3.880, -1.464, -0.178)  0.7305
O (5.110, -1.209, -0.179)  -0.6463
H (-1.088, -0.851, 1.608)  0.3135
H (0.717, -0.875, 2.274)  -0.3833
H (-0.448, 0.444, 2.824)  0.3017
H (-0.546, 1.576, 0.675)  0.3690
H (-0.737, -0.793, -0.672)  0.3625
H (-0.260, 0.733, -1.581)  0.3787
H (1.160, -2.175, -2.016)  -0.2513
H (3.750, -0.592, -2.843)  0.1009
H (2.164, -0.079, -3.610)  0.3407
H (2.146, 2.055, -1.793)  0.2394
H (3.157, 2.029, -3.324)  0.3792
H (5.290, 1.295, -2.163)  0.3489
H (4.462, 1.305, -0.483)  -0.0295
C (-1.276, -4.172, -3.403)  -0.0171
Cl (-0.677, -4.400, -1.753)  -0.1033
Cl (-3.033, -3.967, -3.403)  -0.1032
Cl (-0.488, -2.782, -4.166)  -0.1133
H (-1.035, -5.062, -3.981)  0.3200
C (1.038, -2.779, 5.096)  -0.0487
Cl (0.048, -1.451, 5.720)  -0.1170
Cl (1.622, -2.406, 3.468)  -0.0907
Cl (2.394, -3.108, 6.184)  -0.1268
H (0.418, -3.672, 5.041)  0.3202
C (1.403, 0.995, 8.438)  0.3462
Cl (1.536, 0.009, 9.901)  -0.1233
Cl (-0.174, 1.796, 8.369)  -0.1282
Cl (2.709, 2.187, 8.370)  -0.1254
H (1.492, 0.339, 7.574)  0.0307
C (-4.081, 1.691, 2.016)  0.0343
Cl (-2.875, 2.851, 2.589)  -0.1113
Cl (-3.674, 1.123, 0.391)  -0.0698
Cl (-4.213, 0.327, 3.135)  -0.1196
H (-5.046, 2.193, 1.971)  0.2889
C (-5.129, -5.491, -6.707)  0.0196
Cl (-5.008, -6.478, -5.243)  -0.1115
Cl (-6.701, -4.683, -6.784)  -0.1179
Cl (-3.816, -4.305, -6.770)  -0.0926
H (-5.038, -6.147, -7.571)  0.3090
C (-7.109, 0.592, -1.629)  0.0475
Cl (-6.870, 1.567, -0.171)  -0.1225
Cl (-8.454, 1.228, -2.587)  -0.1091
Cl (-5.628, 0.541, -2.594)  -0.1281
H (-7.355, -0.424, -1.325)  0.2897
C (4.502, 6.307, 1.025)  0.6233
Cl (5.103, 6.077, 2.673)  -0.1114
Cl (2.744, 6.510, 1.025)  -0.1301
Cl (5.289, 7.698, 0.264)  -0.1360
H (4.745, 5.418, 0.446)  -0.2416
C (5.117, -3.754, -3.250)  -0.0376
Cl (5.326, -2.745, -1.806)  -0.0078
Cl (3.782, -3.152, -4.245)  -0.0956
Cl (6.615, -3.813, -4.192)  -0.1381
H (4.875, -4.766, -2.930)  0.3314
C (-12.091, 1.374, -1.984)  0.3601
Cl (-11.972, 2.750, -3.091)  -0.1211
Cl (-12.767, 1.883, -0.430)  -0.1267
Cl (-13.072, 0.086, -2.697)  -0.1219
H (-11.089, 0.986, -1.811)  0.0112
C (7.474, 3.098, 3.771)  -0.0171
Cl (6.579, 2.356, 2.436)  -0.0157
Cl (8.799, 2.047, 4.292)  -0.1363
Cl (8.089, 4.688, 3.299)  -0.1128
H (6.791, 3.230, 4.609)  0.2873

Entry 3:
C17H23Cl5NO2P2V as an isolated structure in a non-equilibrium geometry. Source: OMol25; level of theory: ωB97M-V with the def2-TZVPD basis set.

Calculated values
- charge = +2
- Kohn-Sham gap (spin up / spin down) (eV) = 6.56 / 7.38
- HOMO energy (spin up / spin down) (eV) = -14.44 / -14.46
- expectation value of S² = 2.0375
- 2S+1 = 3

Each line ends with the Mulliken charge.
Element x y z (Å)
V (0.043, 0.025, 0.646)  -0.6976
P (0.783, -2.166, 0.241)  1.3947
C (0.538, -2.199, -1.643)  -1.5176
C (0.119, -0.863, -2.254)  0.3120
N (-0.218, 0.165, -1.432)  0.6275
C (-0.726, 1.340, -1.858)  0.6343
C (-1.041, 1.491, -3.202)  -0.8974
C (-0.788, 0.425, -4.075)  -0.4825
C (-0.178, -0.731, -3.606)  -0.7353
C (-0.956, 2.428, -0.817)  -1.3657
P (0.328, 2.372, 0.470)  1.2318
H (-0.017, -1.597, -4.233)  0.5463
H (-1.476, 2.437, -3.536)  0.5301
H (-1.093, 0.501, -5.125)  0.4480
H (-0.871, 3.415, -1.272)  0.5949
H (-1.989, 2.400, -0.445)  0.4506
H (1.393, -2.782, -2.068)  0.5879
H (-0.282, -2.966, -1.782)  0.4763
H (3.963, 0.213, -2.869)  0.2766
O (4.851, -0.072, -3.177)  -0.5895
H (4.875, -0.997, -2.846)  0.3209
H (4.019, 1.751, 0.516)  0.3257
O (3.589, 1.368, 1.330)  -0.5962
H (4.247, 0.630, 1.523)  0.3019
C (1.532, 3.545, -0.241)  -1.3015
H (0.901, 4.317, -0.708)  0.4736
H (2.134, 3.965, 0.576)  0.4137
H (2.176, 3.064, -0.989)  0.3288
C (-0.202, 3.326, 1.981)  -1.3794
H (0.622, 3.181, 2.710)  0.4091
H (-0.295, 4.407, 1.750)  0.4394
H (-1.148, 2.959, 2.429)  0.3718
C (-0.362, -3.545, 0.452)  -1.5734
H (0.078, -4.392, -0.085)  0.4581
H (-0.508, -3.799, 1.500)  0.4392
H (-1.330, -3.302, 0.002)  0.4512
C (2.417, -2.752, 0.699)  -1.1620
H (2.396, -3.026, 1.760)  0.3908
H (2.669, -3.636, 0.107)  0.4534
H (3.181, -1.974, 0.573)  0.3158
Cl (0.197, -0.296, 3.073)  -0.1837
C (-1.593, -0.505, 2.830)  1.1258
C (-1.901, -0.244, 1.515)  -0.9893
C (-3.217, -0.498, 1.125)  0.8425
Cl (-3.591, -0.357, -0.527)  -0.1311
C (-4.199, -0.935, 2.084)  -0.1448
Cl (-5.838, -1.164, 1.583)  -0.1221
C (-3.837, -1.154, 3.441)  0.5477
Cl (-4.989, -1.605, 4.620)  -0.1067
C (-2.470, -0.959, 3.829)  -0.3989
Cl (-1.933, -1.209, 5.430)  -0.1460

Look up the 2S+1 of the third one. 3